# C25H14Cl5F6OPPdSb

A structure of composition C25H14Cl5F6OPPdSb at a distorted geometry (the ωB97M-V functional and the def2-TZVPD basis, OMol25).

ORCA input file:
```
! wB97M-V def2-TZVPD RIJCOSX def2/J DEFGRID3
* xyz 0 2
Pd 0.058 -0.021 0.097
O 0.717 0.940 2.268
C 0.006 -0.021 2.227
C -0.699 -1.008 2.847
C -0.547 -1.150 4.266
C -1.178 -2.166 4.919
C -1.979 -3.092 4.230
C -2.134 -2.989 2.859
C -1.534 -1.956 2.153
P -1.611 -1.745 0.373
C -2.257 -3.317 -0.283
C -3.638 -3.488 -0.346
C -4.161 -4.700 -0.757
C -3.315 -5.737 -1.118
C -1.941 -5.568 -1.044
C -1.406 -4.360 -0.630
C -2.972 -0.590 -0.010
C -3.205 -0.326 -1.360
C -4.135 0.623 -1.731
C -4.828 1.327 -0.755
C -4.614 1.052 0.586
C -3.688 0.095 0.964
H 0.085 -0.444 4.783
H -1.046 -2.272 5.986
H -2.455 -3.892 4.774
H -2.727 -3.721 2.328
H -4.296 -2.680 -0.066
H -5.231 -4.837 -0.787
H -3.728 -6.674 -1.462
H -1.287 -6.386 -1.304
H -0.336 -4.218 -0.574
H -2.653 -0.881 -2.107
H -4.323 0.821 -2.775
H -5.542 2.083 -1.042
H -5.162 1.592 1.342
H -3.518 -0.131 2.007
Cl 0.090 0.459 -2.358
C -0.809 1.822 -1.754
C -0.973 1.791 -0.380
C -1.732 2.776 0.219
Cl -1.970 2.712 1.913
C -2.322 3.782 -0.552
Cl -3.301 4.969 0.192
C -2.117 3.804 -1.931
Cl -2.838 5.038 -2.875
C -1.350 2.816 -2.558
Cl -1.103 2.819 -4.251
F 1.677 -1.757 0.227
Sb 3.378 -0.649 0.024
F 2.252 0.995 -0.016
F 3.346 -0.642 1.933
F 4.877 0.476 -0.107
F 4.329 -2.275 -0.088
F 2.969 -0.729 -1.858
*
```

Results
gap between HOMO and LUMO (alpha / beta) = 6.32 / 6.98 eV
⟨S²⟩ = 0.759
maximum force = 7.2 eV/Å
HOMO energy (alpha / beta) = -8.2 / -8.9 eV